Run one
One molecule with the formula C3H6N2O2. Source: the Open Molecules 2025 dataset; level of theory: wB97M-V/def2-TZVPD.

The geometry in XYZ format:
```
13
Properties=species:S:1:pos:R:3:lowdin_charge:R:1
C -0.50582 1.68393 -0.04756 -0.038
C 0.30019 0.41000 -0.11282 -0.394
N 1.47170 0.08860 -0.41640 0.011
N 2.05217 -1.10798 -0.33964 0.052
O -0.37221 -0.63382 0.52838 -0.006
C -1.59179 -1.13926 0.16440 -0.287
O -2.23609 -0.81855 -0.80282 0.089
H 0.09706 2.75161 -0.23467 0.136
H -1.51256 1.79135 -0.61357 0.100
H -0.78692 1.77907 1.04005 0.082
H 1.78711 -1.62364 0.48548 0.092
H 2.99026 -1.14807 -0.34725 0.039
H -1.69310 -2.03325 0.69643 0.123
```

The calculation puts the LUMO energy at 0.88 eV. As for the SMILES: C/C(=N/N)OC=O. The multiplicity is 1. The HOMO energy is -9.0734 eV. For the HOMO-LUMO gap, the calculation gives 0.36565 Eh.


Run two
One molecule with the formula C3H6N2O2. Source: the Open Molecules 2025 dataset; level of theory: wB97M-V/def2-TZVPD.

The geometry in XYZ format:
```
13
Properties=species:S:1:pos:R:3:lowdin_charge:R:1
C 2.33244 -0.33672 0.12742 -0.182
O 1.05749 -0.80606 -0.12000 -0.190
N 0.39000 0.44503 0.10546 0.097
C -0.79955 0.31448 -0.11280 -0.474
N -1.62790 1.37405 -0.03506 0.115
C -1.51851 -0.89875 -0.24694 -0.069
O -2.64852 -1.38081 0.29684 -0.014
H 2.80336 -1.23448 -0.06787 0.035
H 2.50273 0.68605 -0.67030 0.163
H 2.64797 -0.11524 1.27326 0.122
H -2.73966 1.26758 0.09056 0.179
H -1.33622 2.31384 0.23686 0.107
H -1.06363 -1.62898 -0.87744 0.112
```

The calculation puts the LUMO energy at -0.49 eV. As for the SMILES: CO/N=C(/N)C=O. The multiplicity is 1. The HOMO energy is -9.1960 eV. For the HOMO-LUMO gap, the calculation gives 0.32006 Eh.


Run three
One molecule with the formula C3H6N2O2. Source: the Open Molecules 2025 dataset; level of theory: wB97M-V/def2-TZVPD.

The geometry in XYZ format:
```
13
Properties=species:S:1:pos:R:3:lowdin_charge:R:1
O -1.70832 -1.25517 1.30019 0.126
C -0.79794 -0.80946 0.67563 -0.248
C 0.70885 -0.87118 0.75223 -0.102
C 1.20949 0.17391 -0.22446 -0.203
N 0.19050 0.09427 -1.29546 -0.066
N -1.17013 0.11073 -0.81956 -0.100
O -1.50238 1.34415 -0.24107 -0.096
H 1.14097 -0.55353 1.68819 0.118
H 0.86029 -1.97005 0.44918 0.161
H 1.02142 1.08138 0.24620 0.083
H 2.23572 0.10827 -0.44980 0.107
H 0.26292 0.96822 -1.82740 0.111
H -2.45138 1.57847 -0.25386 0.109
```

The calculation puts the LUMO energy at 0.81 eV. As for the SMILES: O=C1CCNN1O. The multiplicity is 1. The HOMO energy is -8.6482 eV. For the HOMO-LUMO gap, the calculation gives 0.34770 Eh.


Run four
One molecule with the formula C3H6N2O2. Source: the Open Molecules 2025 dataset; level of theory: wB97M-V/def2-TZVPD.

The geometry in XYZ format:
```
13
Properties=species:S:1:pos:R:3:lowdin_charge:R:1
H -1.56845 -0.37832 -0.84426 0.046
N -0.91874 -0.81877 -0.21553 0.136
C 0.03084 -0.08605 0.20217 -0.511
N 1.10438 -0.69222 0.84449 0.130
C 1.21548 -2.06668 0.60553 -0.306
O 2.14653 -2.75909 0.93049 0.047
O 0.18598 1.24656 0.08501 -0.038
C -0.89451 1.88632 -0.58575 -0.069
H 1.88755 -0.14044 1.17247 0.157
H 0.29617 -2.35897 0.06973 0.115
H -0.70569 2.95699 -0.53451 0.095
H -1.84523 1.64575 -0.09621 0.098
H -0.93431 1.56491 -1.63361 0.098
```

The calculation puts the LUMO energy at 0.65 eV. As for the SMILES: [H]/N=C(/NC=O)OC. The multiplicity is 1. The HOMO energy is -9.7611 eV. For the HOMO-LUMO gap, the calculation gives 0.38265 Eh.


Most stable: run four


Run one
One molecule with the formula C3H6N2O2. Source: the Open Molecules 2025 dataset; level of theory: wB97M-V/def2-TZVPD.

The geometry in XYZ format:
```
13
Properties=species:S:1:pos:R:3:lowdin_charge:R:1
C 1.51850 0.05759 1.55151 -0.001
C 0.26283 0.22289 1.10341 -0.190
N -0.30094 -0.03389 -0.16154 -0.064
C 0.28795 -0.27498 -1.48520 -0.019
N -1.80410 0.09969 -0.21769 -0.364
O -2.46480 0.27044 0.75791 0.103
O -2.19192 0.01013 -1.36176 0.046
H 1.77347 0.34507 2.54064 0.028
H 2.34153 -0.19178 0.67001 0.107
H -0.49758 0.35534 1.83715 0.092
H -0.56082 -0.65919 -1.97062 0.047
H 0.48606 0.73743 -1.96345 0.119
H 1.14982 -0.93875 -1.30037 0.096
```

The calculation puts the LUMO energy at 0.39 eV. As for the SMILES: C=CN(C)[N+](=O)[O-]. The multiplicity is 1. The HOMO energy is -9.0041 eV. For the HOMO-LUMO gap, the calculation gives 0.34533 Eh.


Run two
C3H6N2O2 as an isolated structure. Source: the Open Molecules 2025 dataset; level of theory: wB97M-V/def2-TZVPD.

The geometry in XYZ format:
```
13
Properties=species:S:1:pos:R:3:lowdin_charge:R:1
C -0.33075 0.11342 0.91735 -0.385
C -0.29954 0.39925 -0.43744 -0.357
N 0.54349 -0.69243 1.58631 0.131
C 0.78800 0.13922 -1.34841 -0.125
O -1.34586 0.56324 1.68352 0.089
O -1.29030 1.30062 -0.82223 -0.001
N 0.52999 -1.15838 -1.33628 0.082
H -1.89383 1.14091 1.12893 0.108
H -1.05430 1.64153 -1.69587 0.102
H 1.17588 -1.21015 0.99304 0.087
H 0.15450 -1.21786 2.35437 0.103
H 1.34248 -1.76996 -1.49218 0.045
H 1.68025 0.75059 -1.53111 0.120
```

The calculation puts the LUMO energy at 0.54 eV. The multiplicity is 1. The HOMO energy is -6.9242 eV. For the HOMO-LUMO gap, the calculation gives 0.27442 Eh.


Run three
One molecule with the formula C3H6N2O2. Source: the Open Molecules 2025 dataset; level of theory: wB97M-V/def2-TZVPD.

The geometry in XYZ format:
```
13
Properties=species:S:1:pos:R:3:lowdin_charge:R:1
C -1.72835 -0.37854 -0.96136 -0.066
O -1.27162 -0.07717 0.35467 -0.046
C 0.05962 0.11678 0.44739 -0.541
N 0.75041 1.00349 -0.49787 0.105
O 1.99744 0.29736 -0.25058 -0.061
C 1.31466 -0.64924 0.56418 -0.211
N 0.70938 -0.01370 1.71346 0.158
H -2.69240 -0.88029 -0.84314 0.090
H -1.02339 -1.04073 -1.47955 0.097
H -1.85681 0.53922 -1.54758 0.089
H 0.87203 1.95049 -0.12987 0.123
H 1.66037 -1.67589 0.57916 0.149
H 1.20867 0.80821 2.05109 0.116
```

The calculation puts the LUMO energy at 1.00 eV. As for the SMILES: CO[C@]12NO[C@H]1N2. The multiplicity is 1. The HOMO energy is -9.5002 eV. For the HOMO-LUMO gap, the calculation gives 0.38598 Eh.


Run four
One molecule with the formula C3H6N2O2. Source: the Open Molecules 2025 dataset; level of theory: wB97M-V/def2-TZVPD.

The geometry in XYZ format:
```
13
Properties=species:S:1:pos:R:3:lowdin_charge:R:1
C 1.76353 0.34014 0.18518 -0.137
C -1.33860 0.02840 -0.80181 -0.374
C -0.47844 -0.59031 0.32503 -0.070
N -1.44900 1.35309 -0.68655 0.194
N 0.94770 -0.56548 -0.19533 -0.312
O 1.20344 -1.36643 -1.14191 -0.117
O 1.40237 1.18460 1.16270 0.084
H 2.81499 0.21719 -0.10644 0.165
H -0.72519 -0.32414 -1.64868 0.125
H -2.30690 -0.39745 -0.93856 0.109
H -0.38955 -0.01946 1.26381 0.103
H -0.45719 -1.76951 0.61967 0.185
H 1.91054 1.90755 1.18699 0.046
```

The calculation puts the LUMO energy (spin up / spin down) at -0.75 / -0.62 eV. The multiplicity is 1. The HOMO energy (spin up / spin down) is -8.4198 / -8.3230 eV. For the HOMO-LUMO gap (spin up / spin down), the calculation gives 0.28200 / 0.28306 Eh.


Most stable: run two


Run one
One molecule with the formula C3H6N2O2. Source: the Open Molecules 2025 dataset; level of theory: wB97M-V/def2-TZVPD.

The geometry in XYZ format:
```
13
Properties=species:S:1:pos:R:3:lowdin_charge:R:1
H 0.77384 2.10437 0.22094 0.064
N 1.68259 1.58021 0.04751 0.136
C 1.38370 0.33755 -0.10173 -0.540
N 2.28518 -0.68737 -0.16551 0.119
O 0.13348 -0.25527 -0.14598 0.059
C -1.01083 0.44550 -0.09670 -0.469
C -2.14352 -0.60680 0.00613 0.032
O -1.17669 1.64656 -0.19093 0.104
H 1.92472 -1.61324 0.04422 0.102
H 3.26729 -0.38977 0.13026 0.146
H -2.04478 -1.11511 1.00548 0.108
H -2.02405 -1.39113 -0.69376 0.068
H -3.05092 -0.05550 -0.05993 0.072
```

The calculation puts the LUMO energy at 0.66 eV. As for the SMILES: [H]/N=C(/N)OC(C)=O. The multiplicity is 1. The HOMO energy is -9.4611 eV. For the HOMO-LUMO gap, the calculation gives 0.37202 Eh.


Run two
One molecule with the formula C3H6N2O2. Source: the Open Molecules 2025 dataset; level of theory: wB97M-V/def2-TZVPD.

The geometry in XYZ format:
```
13
Properties=species:S:1:pos:R:3:lowdin_charge:R:1
N -1.71444 0.31839 0.44929 0.138
C -1.22560 -0.90579 -0.02960 -0.609
O -1.93865 -1.85419 -0.25936 0.062
N 0.13435 -0.93904 -0.20061 0.058
C 0.92850 0.21312 -0.53169 -0.160
C 1.66607 0.81517 0.66062 -0.242
O 2.06486 0.13800 1.56397 0.071
H -2.70558 0.23677 0.63086 0.096
H -1.55829 1.07856 -0.20756 0.083
H 0.46726 -1.87860 -0.33508 0.146
H 0.32176 0.94484 -1.06539 0.109
H 1.67002 -0.06813 -1.27610 0.129
H 1.88975 1.90091 0.60066 0.119
```

The calculation puts the LUMO energy at 0.62 eV. As for the SMILES: NC(=O)NCC=O. The multiplicity is 1. The HOMO energy is -9.6597 eV. For the HOMO-LUMO gap, the calculation gives 0.37788 Eh.


Run three
One molecule with the formula C3H6N2O2. Source: the Open Molecules 2025 dataset; level of theory: wB97M-V/def2-TZVPD.

The geometry in XYZ format:
```
13
Properties=species:S:1:pos:R:3:lowdin_charge:R:1
H 1.51548 1.41508 -1.51139 0.067
N 1.08510 0.71512 -0.91879 0.129
C 1.69313 0.58577 0.18316 -0.287
O 1.21653 -0.18566 1.16794 -0.038
C -0.01501 -0.82584 0.86112 -0.115
C -1.07306 0.11656 0.28528 -0.565
N -1.77250 -0.44981 -0.75777 0.141
O -1.36366 1.16887 0.81188 0.068
H 2.63486 1.05155 0.48178 0.139
H 0.16716 -1.67171 0.19092 0.125
H -0.40791 -1.19718 1.80987 0.139
H -2.47749 0.16751 -1.13477 0.104
H -1.20264 -0.89026 -1.46924 0.095
```

The calculation puts the LUMO energy at 0.94 eV. As for the SMILES: [H]/N=C/OCC(N)=O. The multiplicity is 1. The HOMO energy is -9.7788 eV. For the HOMO-LUMO gap, the calculation gives 0.39404 Eh.


Run four
One molecule with the formula C3H6N2O2. Source: the Open Molecules 2025 dataset; level of theory: wB97M-V/def2-TZVPD.

The geometry in XYZ format:
```
13
Properties=species:S:1:pos:R:3:lowdin_charge:R:1
C -1.70118 -0.29131 -1.01572 -0.054
O -1.18270 -0.01539 0.29087 -0.029
C 0.13888 0.15863 0.40626 -0.557
N 0.77763 0.91486 -0.58418 0.189
N 0.63486 -0.05673 1.74226 0.146
C 1.51793 -0.67682 0.78420 -0.343
O 2.31751 0.16070 0.21857 0.009
H -2.52476 -0.99674 -0.88045 0.091
H -0.92580 -0.72224 -1.65519 0.095
H -2.08467 0.62438 -1.47458 0.088
H 0.34895 1.86737 -0.61124 0.094
H 1.08789 0.78774 2.10219 0.123
H 1.59546 -1.75446 0.67699 0.147
```

The calculation puts the LUMO energy at -0.76 eV. The multiplicity is 1. The HOMO energy is -8.9614 eV. For the HOMO-LUMO gap, the calculation gives 0.30149 Eh.


Most stable: run one